Formula: C46H106N4O9
Source: OMol25
Level of theory: wB97M-V/def2-TZVPD

Its highest occupied orbital energy is -8.1 eV. As for the relative energy (zero: lowest compared OMol25 entry of this formula, charge and spin): 39.14 kcal per mole. For the max |F|, the calculation gives 3.78 eV Å⁻¹. The orbital gap comes out at 8.6 eV. As for the net charge: 0.

Bonds (Å) are listed after each position.
CARTESIAN COORDINATES (ANGSTROEM)
1 C 2.4743 3.2105 3.2203  C2 1.493, H12 1.087, H13 1.091, H14 1.097
2 C 2.6769 4.6888 3.1767  C1 1.493, C3 1.556, N7 1.465, C11 1.576
3 C 3.2944 5.3085 4.4633  C2 1.556, C4 1.541, H15 1.088, H16 1.093
4 C 4.7851 4.9231 4.5347  C3 1.541, C5 1.540, H17 1.088, H18 1.094
5 C 5.4998 5.6525 3.3821  C4 1.540, C6 1.574, H19 1.088, H20 1.092
6 C 4.9148 5.0161 2.0668  C5 1.574, N7 1.475, C9 1.560, C10 1.561
7 N 3.4560 5.2338 2.0620  C2 1.465, C6 1.475, O8 1.423
8 O 2.8857 4.9043 0.8004  N7 1.423, H30 0.962
9 C 5.5452 5.8749 0.9274  C6 1.560, H21 1.091, H22 1.094, H23 1.089
10 C 5.4261 3.5485 1.9219  C6 1.561, H24 1.092, H25 1.090, H26 1.087
11 C 1.3038 5.4578 3.2621  C2 1.576, H27 1.092, H28 1.093, H29 1.090
12 H 2.6566 2.7779 2.2399  C1 1.087
13 H 1.5771 2.9323 3.7754  C1 1.091
14 H 3.1859 2.7149 3.8926  C1 1.097
15 H 3.1542 6.3789 4.6003  C3 1.088
16 H 2.7573 4.8476 5.2968  C3 1.093
17 H 4.9265 3.8442 4.5197  C4 1.088
18 H 5.0655 5.3204 5.5145  C4 1.094
19 H 6.5779 5.7102 3.5158  C5 1.088
20 H 5.0945 6.6656 3.4329  C5 1.092
21 H 5.2050 5.7227 -0.0982  C9 1.091
22 H 5.2264 6.9124 1.0639  C9 1.094
23 H 6.6277 5.7929 1.0086  C9 1.089
24 H 5.2947 3.1788 0.9033  C10 1.092
25 H 6.4882 3.5950 2.1603  C10 1.090
26 H 4.8905 2.8171 2.5221  C10 1.087
27 H 0.5478 5.2650 2.4974  C11 1.092
28 H 1.4310 6.5357 3.1353  C11 1.093
29 H 0.8707 5.3307 4.2542  C11 1.090
30 H 2.6973 5.7408 0.3638  O8 0.962
31 C 0.6349 -6.4807 -3.9101  C32 1.591, H42 1.091, H43 1.091, H44 1.083
32 C -0.3384 -5.5623 -4.7704  C31 1.591, C33 1.522, N37 1.446, C41 1.560
33 C -1.8029 -5.8128 -4.4421  C32 1.522, C34 1.551, H45 1.091, H46 1.090
34 C -2.1969 -5.3495 -3.0149  C33 1.551, C35 1.552, H47 1.094, H48 1.091
35 C -1.8935 -3.8350 -2.8591  C34 1.552, C36 1.560, H49 1.091, H50 1.093
36 C -0.4032 -3.5477 -3.2210  C35 1.560, N37 1.479, C39 1.560, C40 1.523
37 N -0.0840 -4.1597 -4.5289  C32 1.446, C36 1.479, O38 1.434
38 O 1.2534 -3.8350 -4.9324  N37 1.434, H60 0.962
39 C -0.2236 -1.9991 -3.2820  C36 1.560, H51 1.087, H52 1.092, H53 1.093
40 C 0.4401 -4.0889 -2.0740  C36 1.523, H54 1.089, H55 1.091, H56 1.094
41 C -0.1530 -5.9904 -6.2590  C32 1.560, H57 1.090, H58 1.096, H59 1.087
42 H 1.0610 -7.1894 -4.6214  C31 1.091
43 H 0.0142 -7.0791 -3.2416  C31 1.091
44 H 1.4518 -5.9686 -3.4165  C31 1.083
45 H -2.4747 -5.1799 -5.0231  C33 1.091
46 H -1.9969 -6.8851 -4.4286  C33 1.090
47 H -1.6310 -5.8446 -2.2201  C34 1.094
48 H -3.2209 -5.6169 -2.7493  C34 1.091
49 H -2.1383 -3.5716 -1.8288  C35 1.091
50 H -2.6243 -3.3225 -3.4902  C35 1.093
51 H -0.8860 -1.4870 -3.9748  C39 1.087
52 H -0.3653 -1.6809 -2.2473  C39 1.092
53 H 0.8271 -1.7322 -3.4232  C39 1.093
54 H 0.2012 -5.0698 -1.6647  C40 1.089
55 H 1.4890 -4.0587 -2.3727  C40 1.091
56 H 0.4134 -3.4864 -1.1608  C40 1.094
57 H 0.8269 -5.7416 -6.6659  C41 1.090
58 H -0.8122 -5.2783 -6.7676  C41 1.096
59 H -0.4365 -7.0056 -6.5228  C41 1.087
60 H 1.1509 -2.9910 -5.3835  O38 0.962
61 C 0.2444 0.5104 4.5152  C62 1.539, H72 1.094, H73 1.090, H74 1.093
62 C -0.5874 -0.7830 4.5630  C61 1.539, C63 1.539, N67 1.493, C71 1.534
63 C -0.6646 -1.3186 3.1224  C62 1.539, C64 1.542, H75 1.096, H76 1.089
64 C -1.2987 -2.7232 3.0601  C63 1.542, C65 1.529, H77 1.090, H78 1.092
65 C -0.4098 -3.6980 3.8333  C64 1.529, C66 1.557, H79 1.088, H80 1.091
66 C -0.2876 -3.2671 5.3244  C65 1.557, N67 1.483, C69 1.555, C70 1.530
67 N 0.0383 -1.8246 5.4307  C62 1.493, C66 1.483, O68 1.395
68 O 0.1620 -1.3384 6.7319  N67 1.395, H90 0.966
69 C -1.4129 -3.8699 6.2117  C66 1.555, H81 1.096, H82 1.090, H83 1.087
70 C 1.0058 -3.9796 5.7259  C66 1.530, H84 1.091, H85 1.088, H86 1.096
71 C -1.9806 -0.4020 5.0787  C62 1.534, H87 1.095, H88 1.093, H89 1.089
72 H -0.1892 1.2113 3.7951  C61 1.094
73 H 1.2875 0.3712 4.2315  C61 1.090
74 H 0.1384 1.1312 5.4084  C61 1.093
75 H -1.4783 -0.7467 2.6612  C63 1.096
76 H 0.1974 -1.2489 2.4603  C63 1.089
77 H -1.4666 -3.0152 2.0230  C64 1.090
78 H -2.2466 -2.7554 3.6023  C64 1.092
79 H 0.5904 -3.7757 3.4115  C65 1.088
80 H -0.9951 -4.6177 3.7880  C65 1.091
81 H -2.2436 -3.1576 6.2695  C69 1.096
82 H -1.9094 -4.6912 5.6956  C69 1.090
83 H -1.1341 -4.0623 7.2448  C69 1.087
84 H 0.8677 -5.0522 5.5806  C70 1.091
85 H 1.9200 -3.6482 5.2371  C70 1.088
86 H 1.0871 -3.7969 6.8037  C70 1.096
87 H -2.1806 0.6718 5.0027  C71 1.095
88 H -2.1040 -0.4407 6.1643  C71 1.093
89 H -2.7874 -0.9344 4.5766  C71 1.089
90 H 1.0327 -1.6876 6.9623  O68 0.966
91 C -6.9715 1.9295 -3.6782  C92 1.539, H102 1.091, H103 1.092, H104 1.094
92 C -6.4902 1.2467 -2.3850  C91 1.539, C93 1.513, N97 1.474, C101 1.503
93 C -6.9513 -0.1916 -2.4774  C92 1.513, C94 1.501, H105 1.092, H106 1.095
94 C -6.3834 -1.1356 -1.4580  C93 1.501, C95 1.542, H107 1.093, H108 1.091
95 C -4.8486 -1.0706 -1.5932  C94 1.542, C96 1.572, H109 1.089, H110 1.090
96 C -4.3454 0.4159 -1.5012  C95 1.572, N97 1.457, C99 1.560, C100 1.569
97 N -5.0202 1.2499 -2.4870  C92 1.474, C96 1.457, O98 1.402
98 O -4.4216 2.5175 -2.5282  N97 1.402, H120 0.962
99 C -4.4312 0.8640 -0.0093  C96 1.560, H111 1.095, H112 1.091, H113 1.089
100 C -2.8278 0.2312 -1.8545  C96 1.569, H114 1.093, H115 1.089, H116 1.087
101 C -7.1114 1.9299 -1.1991  C92 1.503, H117 1.089, H118 1.094, H119 1.097
102 H -6.8944 3.0174 -3.6367  C91 1.091
103 H -7.9688 1.6150 -3.9935  C91 1.092
104 H -6.4225 1.5969 -4.5645  C91 1.094
105 H -8.0429 -0.1646 -2.5096  C93 1.092
106 H -6.6025 -0.5927 -3.4351  C93 1.095
107 H -6.7430 -2.1227 -1.7581  C94 1.093
108 H -6.7161 -0.9214 -0.4417  C94 1.091
109 H -4.5643 -1.4637 -2.5684  C95 1.089
110 H -4.4640 -1.5760 -0.7078  C95 1.090
111 H -5.2616 0.3159 0.4474  C99 1.095
112 H -3.6026 0.5745 0.6389  C99 1.091
113 H -4.7009 1.8974 0.2045  C99 1.089
114 H -2.6680 0.1502 -2.9327  C100 1.093
115 H -2.3713 1.1724 -1.5515  C100 1.089
116 H -2.4174 -0.6982 -1.4671  C100 1.087
117 H -6.9835 1.4091 -0.2512  C101 1.089
118 H -8.1641 2.2277 -1.2269  C101 1.094
119 H -6.7257 2.9370 -0.9987  C101 1.097
120 H -4.8386 3.0144 -3.2387  O98 0.962
121 C -1.8092 5.0843 0.4350  C122 1.531, H124 1.088, H125 1.094, H126 1.093
122 C -1.8494 3.9082 1.4140  C121 1.531, O123 1.424, H127 1.088, H128 1.091
123 O -3.1814 3.7921 1.9047  C122 1.424, H129 0.961
124 H -2.5778 5.0481 -0.3349  C121 1.088
125 H -0.8518 5.0832 -0.0941  C121 1.094
126 H -1.8710 6.0303 0.9792  C121 1.093
127 H -1.1124 3.9754 2.2113  C122 1.088
128 H -1.8009 3.0487 0.7438  C122 1.091
129 H -3.5133 4.6039 2.2981  O123 0.961
130 C 2.2389 -4.2694 1.2155  C131 1.510, H133 1.092, H134 1.093, H135 1.088
131 C 3.1618 -4.1023 0.0317  C130 1.510, O132 1.404, H136 1.095, H137 1.101
132 O 3.2562 -2.7691 -0.3977  C131 1.404, H138 0.965
133 H 2.5661 -3.6156 2.0268  C130 1.092
134 H 2.3944 -5.2632 1.6442  C130 1.093
135 H 1.1902 -4.1867 0.9378  C130 1.088
136 H 2.9545 -4.6464 -0.8961  C131 1.095
137 H 4.1627 -4.5301 0.1948  C131 1.101
138 H 3.2366 -2.2124 0.3901  O132 0.965
139 C 2.4470 4.3716 -3.3567  C140 1.542, H142 1.089, H143 1.090, H144 1.088
140 C 2.4783 3.1811 -4.3364  C139 1.542, O141 1.420, H145 1.099, H146 1.097
141 O 2.0747 3.5765 -5.6396  C140 1.420, H147 0.962
142 H 2.8313 4.0342 -2.3953  C139 1.089
143 H 1.3871 4.6162 -3.2913  C139 1.090
144 H 3.0162 5.1938 -3.7865  C139 1.088
145 H 1.7866 2.4073 -3.9756  C140 1.099
146 H 3.3959 2.5848 -4.2670  C140 1.097
147 H 1.8473 2.7443 -6.0654  O141 0.962
148 C 5.4152 -0.5663 -4.0737  C149 1.548, H151 1.090, H152 1.088, H153 1.087
149 C 4.3738 -1.6791 -3.8002  C148 1.548, O150 1.434, H154 1.092, H155 1.095
150 O 3.5241 -1.2005 -2.7485  C149 1.434, H156 0.968
151 H 5.9876 -0.7544 -4.9822  C148 1.090
152 H 6.0096 -0.6363 -3.1650  C148 1.088
153 H 4.9088 0.3810 -4.2432  C148 1.087
154 H 4.7487 -2.6740 -3.5507  C149 1.092
155 H 3.6725 -1.9014 -4.6117  C149 1.095
156 H 3.4396 -1.8762 -2.0600  O150 0.968
157 C 0.3514 1.3674 -0.7765  C158 1.564, H160 1.092, H161 1.088, H162 1.093
158 C 1.5969 1.1240 0.1380  C157 1.564, O159 1.403, H163 1.092, H164 1.093
159 O 2.2768 -0.0747 -0.1232  C158 1.403, H165 0.971
160 H 0.1113 2.4210 -0.9363  C157 1.092
161 H -0.5117 0.9011 -0.3058  C157 1.088
162 H 0.4924 0.9940 -1.7942  C157 1.093
163 H 1.1352 0.9271 1.1084  C158 1.092
164 H 2.1887 2.0426 0.1076  C158 1.093
165 H 2.5608 0.0287 -1.0456  O159 0.971